Record 1
{"formula": "C15H31FN3O4", "method": "ωB97M-V/def2-TZVPD", "symbols": ["C", "C", "O", "O", "C", "C", "C", "C", "C", "C", "C", "F", "N", "C", "N", "N", "C", "C", "C", "C", "O", "H", "H", "H", "H", "H", "H", "H", "H", "H", "H", "H", "H", "H", "H", "H", "H", "H", "H", "H", "H", "H", "H", "H", "H", "H", "H", "H", "C", "O", "H", "H", "H", "H"], "xyz": [[-3.3402, -3.5785, 1.3041], [-2.3625, -3.7374, 0.1464], [-2.7266, -4.2158, -0.8792], [-1.1089, -3.3361, 0.4056], [-0.2003, -3.5846, -0.6760], [-0.4059, -2.6251, -1.8825], [0.9611, -1.9526, -2.2257], [1.2874, -0.9502, -1.0936], [2.2541, 0.1971, -1.4907], [1.7985, 1.5506, -0.8855], [2.2055, 1.7744, 0.5627], [3.4791, 2.2763, 0.7153], [2.1189, 0.5591, 1.4044], [2.4074, 0.8443, 2.7663], [3.1160, -0.0873, 3.4502], [2.0089, 1.9070, 3.4128], [1.7204, 3.1190, 2.6049], [1.2403, 2.8103, 1.2022], [1.0564, 4.1101, 0.3853], [-0.3758, 4.3098, -0.1597], [-1.0091, 5.3122, 0.6692], [-3.8427, -2.6066, 1.2497], [-4.0953, -4.3547, 1.1810], [-2.8498, -3.6772, 2.2757], [-0.2278, -4.6200, -1.0311], [0.8006, -3.4524, -0.2564], [-1.0873, -1.8292, -1.5582], [-0.8041, -3.1848, -2.7292], [1.6940, -2.7666, -2.1522], [0.9531, -1.4978, -3.2179], [1.7503, -1.4877, -0.2577], [0.3574, -0.5130, -0.6977], [2.2305, 0.3433, -2.5783], [3.2994, -0.0290, -1.2565], [0.7253, 1.6886, -1.0494], [2.2978, 2.3289, -1.4748], [1.1245, 0.3031, 1.3837], [2.7277, -0.9981, 3.6526], [4.0722, 0.0681, 3.7370], [2.6547, 2.1004, 4.1803], [0.9317, 3.6756, 3.1245], [2.5790, 3.7962, 2.5308], [0.2631, 2.3049, 1.2072], [1.2574, 4.9701, 1.0351], [1.7452, 4.2047, -0.4587], [-0.9950, 3.4070, -0.0930], [-0.3737, 4.7218, -1.1739], [-1.8753, 4.9669, 0.9176], [-5.0463, -2.0440, -3.0430], [-5.0357, -2.0137, -1.6199], [-6.0020, -1.6551, -3.3855], [-4.2416, -1.4204, -3.4430], [-4.9269, -3.0695, -3.4004], [-4.1856, -2.3625, -1.3345]], "forces_ev_per_angstrom": [[0.452, 0.070, 0.018], [-0.955, 0.138, 1.815], [0.149, -0.301, -1.544], [0.079, -0.262, -0.171], [0.586, 0.229, -0.837], [0.894, 0.057, 0.418], [-0.772, -0.525, 1.220], [0.790, 0.137, -0.277], [-0.769, 0.199, -0.212], [1.568, -0.761, -0.622], [-2.026, 1.355, 0.598], [0.265, -0.472, -0.276], [-0.620, 0.390, 0.573], [-0.017, -1.396, -0.229], [0.189, -0.373, 0.770], [2.497, 1.456, -1.870], [-1.418, 0.971, 0.190], [0.205, -0.159, -0.723], [-0.274, 0.129, -0.184], [-0.174, 0.967, 0.805], [-0.178, -0.642, 0.060], [0.128, -0.106, -0.018], [0.060, 0.124, 0.051], [-0.054, 0.085, -0.157], [-0.430, 0.087, 0.309], [-0.257, 0.139, 0.160], [-0.199, -0.259, -0.334], [-0.149, 0.228, 0.097], [0.168, 0.310, -0.629], [0.082, -0.028, 0.137], [-0.240, 0.015, -0.095], [0.049, -0.059, -0.223], [-0.065, -0.153, 0.160], [-0.181, 0.078, 0.174], [0.083, -0.075, 0.324], [-0.109, 0.081, 0.320], [0.292, -0.576, -0.370], [0.236, -0.093, -0.689], [-0.270, 0.252, 0.280], [-0.831, -0.190, 0.683], [0.186, -0.095, -0.011], [0.184, -0.487, 0.335], [0.168, 0.080, 0.298], [-0.088, -0.045, -0.200], [0.179, -0.307, 0.302], [0.360, -0.074, -0.388], [0.117, -0.407, 0.015], [0.083, 0.356, -0.039], [0.209, -0.131, 0.212], [-0.008, 0.214, 0.050], [-0.005, 0.009, 0.073], [-0.058, -0.014, -0.156], [-0.018, 0.045, -0.134], [-0.094, -0.212, -0.057]], "e_tot_ev": -31428.127, "charge": 1, "homo_energy_ev": -11.8, "homo_lumo_gap_ev": 7.255, "e_lumo_ev": -4.5}

=====

Record 2
{"formula": "C15H31FP2Pd", "method": "ωB97M-V/def2-TZVPD", "symbols": ["P", "P", "C", "C", "H", "H", "H", "H", "C", "H", "H", "H", "C", "H", "H", "H", "C", "H", "H", "H", "C", "H", "H", "H", "Pd", "C", "C", "C", "C", "C", "C", "C", "C", "C", "H", "H", "H", "H", "H", "H", "H", "H", "H", "H", "H", "H", "H", "H", "H", "F"], "xyz": [[0.2011, -1.5070, 2.2595], [-0.0866, 1.5750, 2.3612], [-0.1672, -0.6279, 0.6604], [0.3707, 0.8107, 0.7263], [-1.2590, -0.6169, 0.5564], [0.2408, -1.1724, -0.1994], [1.4666, 0.8049, 0.6814], [0.0094, 1.4158, -0.1137], [-1.7335, 2.3239, 2.0279], [-2.0043, 2.9617, 2.8743], [-2.4820, 1.5303, 1.9527], [-1.7349, 2.9185, 1.1076], [0.9942, 3.0562, 2.4478], [0.9525, 3.6506, 1.5286], [2.0234, 2.7366, 2.6323], [0.6736, 3.6724, 3.2928], [-0.8739, -2.9926, 2.1770], [-0.6413, -3.7134, 2.9684], [-0.7516, -3.4677, 1.1999], [-1.9161, -2.6744, 2.2715], [1.8688, -2.2268, 1.9682], [2.6170, -1.4302, 2.0041], [1.9293, -2.7443, 1.0042], [2.0902, -2.9317, 2.7747], [0.0061, -0.0253, 3.9662], [0.5819, 1.7393, -3.3126], [-0.7329, 1.7809, -3.0663], [-1.8564, 0.9598, -3.6427], [-1.4794, -0.3611, -4.3493], [-0.7575, -1.3308, -3.4448], [0.5466, -1.3910, -3.1501], [1.6909, -0.5340, -3.6244], [1.3404, 0.8331, -4.2523], [0.0457, -1.5156, 5.4701], [1.2038, 2.4296, -2.7424], [-1.0646, 2.5187, -2.3345], [-2.4334, 1.5841, -4.3430], [-2.5505, 0.7276, -2.8227], [-2.4107, -0.8302, -4.6879], [-0.9030, -0.1513, -5.2522], [-1.4006, -2.0578, -2.9485], [0.8499, -2.1775, -2.4579], [2.2954, -1.1095, -4.3430], [2.3522, -0.3601, -2.7639], [2.2839, 1.3232, -4.5203], [0.8007, 0.6870, -5.1898], [0.7093, -1.2104, 6.2867], [0.3632, -2.5078, 5.1241], [-0.9689, -1.6118, 5.8807], [-0.2984, 1.2394, 5.3567]], "forces_ev_per_angstrom": [[0.164, -2.181, -2.286], [0.003, 2.697, -2.609], [-0.061, 0.025, 0.208], [0.068, -0.322, 0.412], [0.074, -0.015, -0.001], [-0.030, 0.013, 0.165], [-0.087, 0.024, 0.007], [0.009, 0.021, 0.243], [-0.034, -0.484, 0.416], [0.032, -0.092, -0.098], [-0.030, 0.144, -0.032], [0.187, -0.130, 0.149], [0.090, -0.329, 0.350], [-0.094, -0.193, 0.072], [-0.071, 0.120, -0.036], [0.041, -0.101, -0.091], [-0.080, 0.344, -0.127], [-0.009, 0.221, -0.146], [0.029, -0.088, 0.122], [0.076, -0.129, 0.083], [-0.105, 0.353, 0.226], [0.030, -0.134, -0.046], [-0.094, 0.069, 0.191], [0.013, 0.064, -0.117], [0.116, 0.712, -0.265], [1.218, -0.597, -0.101], [-1.230, -0.429, 0.305], [0.158, 0.191, -0.110], [-0.029, -0.586, 0.223], [-2.815, 0.964, -0.706], [3.007, 0.503, 0.546], [-0.561, 0.167, -0.257], [0.080, 0.145, 0.242], [0.151, -3.443, 3.471], [-0.107, -0.011, -0.153], [-0.002, 0.051, -0.281], [0.085, -0.042, 0.223], [0.087, -0.009, -0.187], [0.184, 0.067, 0.143], [0.092, 0.007, 0.065], [0.095, 0.016, -0.110], [-0.002, -0.076, -0.279], [-0.039, -0.191, 0.261], [-0.041, -0.089, -0.121], [-0.201, -0.124, 0.069], [0.015, 0.036, 0.027], [0.046, 0.498, -0.453], [0.055, 0.414, -0.495], [-0.044, 0.545, -0.544], [-0.441, 1.386, 1.431]], "e_tot_ev": -40810.270, "charge": 2, "homo_energy_ev": [-11.7, -15.6], "homo_lumo_gap_ev": [6.127, 4.628], "e_lumo_ev": [-5.6, -11.0], "spin_multiplicity": 5}

=====

Record 3
{"formula": "C15H31IO9", "method": "ωB97M-V/def2-TZVPD", "symbols": ["C", "C", "I", "C", "C", "O", "C", "O", "O", "C", "C", "O", "O", "H", "H", "H", "H", "H", "H", "H", "H", "H", "H", "H", "C", "O", "C", "C", "O", "C", "H", "H", "H", "H", "H", "H", "H", "H", "H", "H", "C", "O", "C", "C", "O", "C", "H", "H", "H", "H", "H", "H", "H", "H", "H", "H"], "xyz": [[1.3102, 0.4869, 1.0752], [1.2081, 1.6332, 0.0596], [0.8325, 0.8962, -1.9365], [0.2757, 2.8041, 0.3975], [-1.1588, 2.6112, 0.8753], [-1.2417, 2.0889, 2.2097], [-1.8878, 0.8996, 2.2107], [-2.1376, 0.2693, 3.1816], [-2.1500, 0.5108, 0.9350], [-2.1076, 1.6730, 0.1106], [-3.4917, 2.2906, 0.0103], [-4.4755, 1.4024, -0.4620], [-4.0876, 1.0233, -1.7908], [0.4470, 0.4246, 1.7248], [2.1964, 0.6319, 1.6945], [1.4165, -0.4769, 0.5851], [2.1977, 2.0633, -0.0599], [0.1977, 3.4450, -0.4836], [0.7782, 3.4035, 1.1644], [-1.6007, 3.6086, 0.9010], [-1.7670, 1.3952, -0.8804], [-3.4337, 3.1835, -0.6225], [-3.8620, 2.5901, 0.9947], [-3.9186, 0.0799, -1.6671], [-4.3746, -2.1907, 3.0869], [-5.0287, -3.4090, 3.4020], [-5.2236, -4.2564, 2.2868], [-4.1897, -5.3602, 2.2193], [-2.8862, -4.8584, 1.9828], [-2.0911, -4.7627, 3.1491], [-4.1250, -1.6985, 4.0237], [-3.4552, -2.3589, 2.5228], [-5.0323, -1.5336, 2.5068], [-5.2038, -3.6772, 1.3569], [-6.2160, -4.7086, 2.3819], [-4.4400, -6.0318, 1.3923], [-4.2130, -5.9423, 3.1470], [-1.8068, -5.7571, 3.5115], [-2.6088, -4.2266, 3.9477], [-1.1895, -4.2151, 2.8801], [5.2908, 3.5954, -3.3854], [4.3992, 2.5266, -3.1315], [4.3570, 1.5645, -4.1729], [5.1589, 0.3290, -3.8317], [6.5442, 0.6064, -3.7215], [6.9963, 0.7283, -2.3874], [5.3803, 4.1683, -2.4637], [6.2794, 3.2343, -3.6798], [4.9024, 4.2520, -4.1716], [4.7206, 2.0004, -5.1092], [3.3111, 1.2762, -4.3158], [5.0299, -0.4085, -4.6295], [4.7803, -0.1089, -2.9017], [6.9924, -0.2433, -1.8812], [6.3823, 1.4294, -1.8160], [8.0193, 1.0988, -2.4260]], "forces_ev_per_angstrom": [[0.039, 0.025, -0.148], [-0.047, 0.006, 0.232], [-0.035, -0.088, -0.095], [0.039, -0.079, -0.043], [-0.061, -0.056, -0.231], [-0.162, 0.037, 0.043], [0.265, -0.113, -0.319], [0.001, -0.130, 0.149], [-0.171, 0.070, 0.323], [0.022, 0.240, -0.088], [-0.020, 0.092, 0.014], [0.025, -0.057, -0.078], [-0.047, 0.100, 0.043], [-0.035, -0.016, 0.061], [-0.075, 0.050, 0.092], [0.048, -0.004, -0.019], [0.005, 0.029, -0.180], [0.118, 0.051, 0.015], [-0.046, -0.032, 0.054], [-0.001, 0.063, 0.094], [0.146, -0.097, 0.072], [-0.012, -0.017, -0.054], [0.017, -0.026, 0.038], [0.003, -0.085, -0.008], [0.016, 0.012, -0.005], [0.029, -0.015, 0.013], [-0.044, 0.036, 0.026], [0.035, -0.027, -0.019], [-0.001, 0.019, -0.004], [-0.006, 0.013, -0.007], [-0.018, -0.004, 0.004], [0.005, 0.019, -0.001], [0.013, -0.002, -0.021], [0.000, 0.000, -0.004], [0.004, -0.011, -0.011], [-0.011, 0.004, 0.002], [0.000, -0.001, 0.003], [-0.017, 0.000, 0.014], [0.006, 0.000, 0.007], [0.006, -0.014, -0.010], [-0.011, -0.001, 0.020], [0.044, -0.007, 0.024], [-0.103, 0.035, 0.031], [0.044, -0.053, -0.013], [-0.007, 0.051, 0.003], [0.007, 0.001, -0.008], [-0.017, 0.008, -0.004], [0.005, 0.004, 0.003], [0.014, -0.010, -0.018], [0.014, -0.010, -0.002], [0.003, 0.006, -0.001], [-0.007, 0.000, 0.003], [-0.009, -0.001, -0.001], [-0.020, 0.004, 0.011], [0.004, 0.001, 0.005], [0.006, -0.019, -0.006]], "smiles": "C[C@@H](I)C[C@@H]1OC(=O)O[C@H]1COO.COCCOC.COCCOC", "e_tot_ev": -42580.772, "homo_energy_ev": -9.0, "homo_lumo_gap_ev": 9.243, "e_lumo_ev": 0.3}

=====

Record 4
{"formula": "C15H31NO2OsP2", "method": "ωB97M-V/def2-TZVPD", "symbols": ["P", "P", "C", "C", "H", "H", "H", "H", "C", "H", "H", "H", "C", "H", "H", "H", "C", "H", "H", "H", "C", "H", "H", "H", "Os", "C", "C", "C", "C", "C", "C", "C", "C", "C", "H", "H", "H", "H", "H", "H", "H", "H", "H", "H", "H", "H", "H", "H", "H", "O", "N", "O"], "xyz": [[1.7029, -1.6235, -0.7410], [2.2990, 1.6508, -0.3190], [1.1571, -0.1803, -1.9228], [2.2099, 0.8937, -2.0657], [0.2355, 0.1799, -1.4409], [0.9280, -0.7050, -2.8502], [3.1981, 0.4604, -2.2927], [1.9737, 1.6267, -2.8524], [0.6788, 2.5889, -0.3096], [0.6285, 3.1082, 0.6620], [-0.1933, 1.9342, -0.3638], [0.5448, 3.3594, -1.1296], [3.5527, 2.9413, -0.3235], [3.7833, 3.4201, -1.2858], [4.4596, 2.4570, 0.0522], [3.2411, 3.7104, 0.3956], [0.2368, -2.5419, -1.3879], [0.1298, -3.5381, -0.9537], [0.4450, -2.6906, -2.4589], [-0.7070, -1.9865, -1.3381], [2.9007, -2.6333, -1.7093], [3.8134, -2.1101, -2.0048], [2.3630, -2.8840, -2.6387], [3.0970, -3.5662, -1.1630], [2.4567, -0.2030, 0.6539], [-2.4992, 1.1875, 0.4508], [-3.5454, 0.9054, -0.3502], [-4.8565, 0.1604, -0.1369], [-4.9367, -0.9886, 0.9302], [-3.9742, -2.0567, 0.5514], [-2.6501, -1.9696, 0.6597], [-1.6940, -1.0009, 1.3852], [-2.0979, 0.4482, 1.6962], [4.1508, 0.4301, 1.7377], [-2.0522, 2.1871, 0.3765], [-3.5200, 1.3649, -1.3519], [-5.1339, -0.2847, -1.1189], [-5.6301, 0.9144, 0.1227], [-4.8109, -0.5478, 1.9354], [-5.9572, -1.4533, 0.9135], [-4.4434, -2.9696, 0.1381], [-2.0851, -2.7916, 0.1893], [-0.8059, -0.8847, 0.7246], [-1.2866, -1.4826, 2.3084], [-2.9475, 0.4992, 2.4077], [-1.2867, 0.9292, 2.2544], [4.4323, 1.5236, 1.6726], [4.9375, -0.2860, 1.3940], [3.8475, 0.1049, 2.7564], [1.1045, -0.2299, 2.1930], [1.0190, 0.7922, 3.1237], [1.5870, 1.8303, 2.8242]], "forces_ev_per_angstrom": [[-1.615, -3.257, -6.236], [-0.979, 3.661, -4.404], [0.562, -0.786, 0.405], [0.406, 0.639, 0.427], [0.173, -0.086, -0.440], [-0.097, 0.278, -0.091], [-0.338, 0.184, 0.053], [0.019, -0.051, 0.355], [0.096, 0.621, 0.267], [-0.032, -0.077, -0.328], [0.355, -0.179, -0.002], [0.679, -0.923, 0.793], [0.535, 0.124, 0.594], [-0.455, -0.359, 0.143], [-0.003, 0.420, -0.242], [0.203, -0.124, -0.116], [-0.658, -0.767, 0.446], [-0.140, 0.125, 0.109], [-0.018, 0.074, 0.477], [0.268, -0.152, 0.330], [-0.290, 0.128, -0.487], [0.021, -0.131, 0.452], [0.429, -0.078, 0.320], [0.179, 0.312, -0.148], [1.170, 1.050, 6.631], [0.967, 0.641, 3.385], [-2.530, -0.746, -2.074], [0.019, -0.822, 0.459], [-0.781, 0.827, -0.104], [0.350, -0.305, 0.246], [0.890, -0.436, -0.022], [0.212, -0.572, -0.391], [-0.099, -0.326, -0.312], [0.222, -0.492, -0.053], [-0.142, -0.277, -0.479], [0.046, -0.045, 0.378], [0.109, 0.593, 0.416], [0.329, 0.009, -0.415], [0.088, -0.441, -0.271], [0.707, 0.886, -0.045], [0.605, 0.610, 0.006], [-0.304, 0.264, 0.532], [-0.378, -0.267, 0.418], [-0.467, 0.342, -0.674], [-0.150, -0.037, -0.390], [-0.118, 0.088, -0.465], [-0.256, -1.564, 0.323], [-0.210, 0.831, 0.190], [0.318, 0.502, -0.333], [0.333, 1.305, 1.138], [0.947, 1.490, -1.005], [-1.179, -2.703, 0.234]], "e_tot_ev": -42662.299, "charge": 2, "homo_energy_ev": [-13.9, -15.4], "homo_lumo_gap_ev": [6.850, 5.064], "e_lumo_ev": [-7.1, -10.3], "spin_multiplicity": 5}